Entry 1:
Formula: C9H9F2O15PbZn
Source: the Open Molecules 2025 dataset
Level of theory: ωB97M-V with the def2-TZVPD basis set

The molar mass comes out at 667.74 g mol⁻¹. The value obtained for the LUMO energy is -6.811 eV.

ORCA input file:
```
! RIJCOSX wB97M-V def2-TZVPD def2/J DEFGRID3
* xyz 1 1
Pb -6.141 -1.436 29.868
Zn -4.391 0.492 26.759
O -9.360 0.114 31.814
C -8.215 0.002 31.168
O -8.247 -0.077 29.901
O -7.135 -0.192 31.776
H -9.152 0.300 32.743
O -7.743 1.631 27.997
C -6.610 1.197 27.588
O -6.152 0.032 27.904
O -5.874 1.860 26.799
H -8.103 0.961 28.650
O -2.534 1.395 30.308
C -3.538 0.794 29.690
O -4.448 0.255 30.375
O -3.540 0.822 28.420
H -2.668 1.099 31.225
C -6.751 4.588 29.387
C -6.164 3.470 30.272
O -6.514 3.879 31.552
C -7.041 5.140 31.562
O -7.439 5.702 32.511
O -7.143 5.593 30.288
F -4.806 3.411 30.114
H -7.572 4.199 28.780
H -6.003 4.961 28.687
H -6.587 2.491 30.073
C -7.674 3.790 24.847
C -8.017 5.254 24.977
O -9.376 5.249 24.624
C -9.603 4.178 23.796
O -10.588 4.013 23.171
O -8.493 3.392 23.749
F -7.327 5.962 24.029
H -7.891 3.203 25.743
H -6.641 3.551 24.605
H -7.870 5.714 25.948
*
```

Atom charges from the Löwdin analysis, given in e for atoms 1 to 5: number 1, Pb, carries 1.712; number 2, Zn, carries 1.184; number 3, O, carries 0.189; number 4, C, carries -0.795; number 5, O, carries -0.134

---

Entry 2:
Formula: C17H42B3FNO17P3
Source: the Open Molecules 2025 dataset
Level of theory: ωB97M-V with the def2-TZVPD basis set

The molar mass comes out at 676.87 g mol⁻¹. The value obtained for the LUMO energy is 0.424 eV.

ORCA input file:
```
! RIJCOSX wB97M-V def2-TZVPD def2/J DEFGRID3
* xyz 0 1
C 0.939 -0.341 -0.893
C 1.242 0.709 -1.912
O 0.941 0.547 -3.081
N 1.950 1.920 -1.508
B 1.066 3.022 -1.243
O 1.427 4.353 -1.291
B 0.466 5.013 -2.037
F 0.773 5.659 -3.132
O -0.844 4.931 -1.615
B -1.172 3.565 -1.506
C -2.518 3.044 -2.106
C -2.590 1.511 -2.221
C -3.333 1.040 -3.488
C -3.148 0.892 -0.952
O -0.251 2.745 -0.870
C 2.990 2.199 -2.488
C 4.177 1.284 -2.399
O 2.901 3.065 -3.321
H -0.133 -0.395 -0.743
H 1.446 -0.180 0.047
H 1.224 -1.287 -1.332
H -2.700 3.526 -3.061
H -3.324 3.371 -1.448
H -1.582 1.129 -2.316
H -2.612 0.624 -4.183
H -4.027 0.241 -3.251
H -3.835 1.860 -3.983
H -2.510 1.196 -0.124
H -4.152 1.233 -0.721
H -3.095 -0.189 -0.995
H 3.834 0.298 -2.705
H 4.955 1.623 -3.060
H 4.496 1.186 -1.368
C 0.883 -4.088 -3.419
O 0.637 -5.221 -2.575
P 1.757 -5.673 -1.546
O 2.544 -4.595 -0.950
O 2.603 -6.782 -2.314
C 3.270 -6.432 -3.527
O 0.912 -6.541 -0.546
C 1.600 -7.127 0.573
H -0.035 -3.510 -3.499
H 1.668 -3.449 -3.015
H 1.169 -4.432 -4.412
H 3.650 -5.410 -3.493
H 2.583 -6.547 -4.367
H 4.105 -7.113 -3.659
H 1.768 -6.372 1.338
H 2.551 -7.560 0.264
H 0.963 -7.911 0.971
C 1.934 5.732 1.642
O 2.448 6.926 2.246
P 1.508 7.792 3.177
O 0.532 7.041 3.967
O 0.874 8.912 2.238
C 0.079 8.509 1.123
O 2.576 8.618 3.983
C 2.092 9.535 4.974
H 2.715 4.975 1.670
H 1.059 5.359 2.174
H 1.676 5.930 0.605
H -0.507 7.617 1.351
H 0.724 8.322 0.263
H -0.600 9.323 0.883
H 1.804 8.991 5.873
H 1.241 10.105 4.600
H 2.902 10.220 5.207
C -2.087 -5.309 5.475
O -2.009 -6.099 4.283
P -2.441 -5.468 2.896
O -2.167 -4.040 2.740
O -3.967 -5.874 2.685
C -4.936 -5.443 3.640
O -1.710 -6.437 1.899
C -1.849 -6.167 0.492
H -1.214 -5.532 6.083
H -2.099 -4.244 5.248
H -2.984 -5.577 6.033
H -4.703 -4.448 4.023
H -4.984 -6.158 4.462
H -5.903 -5.410 3.145
H -1.196 -5.348 0.210
H -2.882 -5.922 0.240
H -1.557 -7.062 -0.045
*
```

Atom charges from the Löwdin analysis, given in e for atoms 1 to 5: number 1, C, carries 0.046; number 2, C, carries -0.418; number 3, O, carries 0.129; number 4, N, carries 0.202; number 5, B, carries -0.610

---

Entry 3:
Formula: C4H10N2O
Source: the Open Molecules 2025 dataset
Level of theory: ωB97M-V with the def2-TZVPD basis set

Its SMILES is CNCCNC=O. The molar mass comes out at 102.14 g mol⁻¹. The value obtained for the LUMO energy is 0.990 eV. Its energy above the lowest of the compared OMol25 structures with the same formula, charge and spin is 31.3 kcal per mole.

ORCA input file:
```
! RIJCOSX wB97M-V def2-TZVPD def2/J DEFGRID3
* xyz 0 1
C -1.632 1.699 -1.983
N -1.339 0.666 -1.170
C -0.568 0.895 0.035
C -0.207 -0.398 0.725
N 1.052 -0.948 0.253
C 1.853 -1.648 1.220
O -1.374 2.857 -1.723
H -2.185 1.408 -2.889
H -1.441 -0.266 -1.535
H 0.335 1.453 -0.237
H -1.133 1.511 0.735
H -0.995 -1.144 0.554
H -0.151 -0.280 1.816
H 1.601 -0.278 -0.261
H 1.430 -2.639 1.403
H 2.873 -1.754 0.858
H 1.881 -1.135 2.197
*
```

Atom charges from the Löwdin analysis, given in e for atoms 1 to 5: number 1, C, carries -0.380; number 2, N, carries 0.021; number 3, C, carries -0.183; number 4, C, carries -0.237; number 5, N, carries -0.145

---

Entry 4:
Formula: C6H10O
Source: the Open Molecules 2025 dataset
Level of theory: ωB97M-V with the def2-TZVPD basis set

Its SMILES is CC1=CCC=C1.O. The molar mass comes out at 98.14 g mol⁻¹. The value obtained for the LUMO energy is 0.915 eV. Its energy above the lowest of the compared OMol25 structures with the same formula, charge and spin is 13.4 kcal per mole.

ORCA input file:
```
! RIJCOSX wB97M-V def2-TZVPD def2/J DEFGRID3
* xyz 0 1
C -1.067 -1.970 0.286
C -0.473 -0.658 -0.148
C -1.149 0.648 -0.034
C -0.348 1.622 -0.505
C 0.894 0.991 -1.075
C 0.744 -0.447 -0.683
O 1.555 0.819 1.757
H -0.539 -2.397 1.147
H -1.016 -2.705 -0.524
H -2.120 -1.858 0.563
H -2.148 0.777 0.373
H 0.821 1.259 1.301
H -0.570 2.682 -0.553
H 0.829 1.057 -2.172
H 1.843 1.446 -0.778
H 1.530 -1.185 -0.809
H 1.215 -0.081 1.853
*
```

Atom charges from the Löwdin analysis, given in e for atoms 1 to 5: number 1, C, carries -0.050; number 2, C, carries -0.305; number 3, C, carries -0.059; number 4, C, carries -0.109; number 5, C, carries -0.196

---

Entry 5:
Formula: C21H20N2O3
Source: the Open Molecules 2025 dataset
Level of theory: ωB97M-V with the def2-TZVPD basis set

Its SMILES is CCOc1ccccc1N[C@H]1c2ccccc2C(=O)N1Cc1ccco1. The molar mass comes out at 348.40 g mol⁻¹. The value obtained for the LUMO energy is 0.745 eV. Its energy above the lowest of the compared OMol25 structures with the same formula, charge and spin is 47.5 kcal per mole.

ORCA input file:
```
! RIJCOSX wB97M-V def2-TZVPD def2/J DEFGRID3
* xyz 0 1
C -4.119 -1.602 -0.781
C -3.545 -1.554 0.626
O -2.154 -1.342 0.512
C -1.406 -1.236 1.658
C -1.901 -1.352 2.942
C -1.053 -1.220 4.034
C 0.289 -0.977 3.838
C 0.796 -0.857 2.554
C -0.033 -0.976 1.448
N 0.407 -0.920 0.134
H -0.358 -0.884 -0.526
C 1.589 -0.242 -0.298
N 1.425 1.192 -0.532
C 1.709 1.589 -1.807
O 1.675 2.731 -2.209
C 2.084 0.355 -2.537
C 2.452 0.181 -3.858
C 2.754 -1.104 -4.285
C 2.684 -2.179 -3.410
C 2.316 -2.001 -2.082
C 2.024 -0.723 -1.657
H 2.258 -2.837 -1.403
H 2.920 -3.170 -3.767
H 3.045 -1.272 -5.311
H 2.498 1.026 -4.526
C 1.045 2.129 0.494
C -0.392 2.014 0.893
C -0.990 2.054 2.118
C -2.382 1.942 1.881
C -2.522 1.842 0.533
O -1.325 1.887 -0.073
H -3.384 1.742 -0.095
H -3.159 1.935 2.617
H -0.503 2.139 3.068
H 1.669 1.996 1.384
H 1.232 3.122 0.065
H 2.377 -0.400 0.451
H 1.851 -0.668 2.423
H 0.954 -0.877 4.683
H -1.455 -1.310 5.031
H -2.949 -1.541 3.110
H -4.004 -0.735 1.198
H -3.741 -2.501 1.147
H -3.906 -0.672 -1.302
H -3.670 -2.420 -1.338
H -5.194 -1.748 -0.738
*
```

Atom charges from the Löwdin analysis, given in e for atoms 1 to 5: number 1, C, carries -0.058; number 2, C, carries -0.263; number 3, O, carries -0.071; number 4, C, carries -0.214; number 5, C, carries -0.028

---

Entry 6:
Formula: C3H11N5
Source: the Open Molecules 2025 dataset
Level of theory: ωB97M-V with the def2-TZVPD basis set

The molar mass comes out at 117.16 g mol⁻¹. The value obtained for the LUMO energy (alpha / beta) is 0.480 / 0.479 eV. Its energy above the lowest of the compared OMol25 structures with the same formula, charge and spin is 108.6 kcal per mole.

ORCA input file:
```
! RIJCOSX wB97M-V def2-TZVPD def2/J DEFGRID3
* xyz 0 1
C 1.246 -1.127 1.116
C 1.740 1.357 0.603
N 1.118 0.334 0.160
H 2.302 -1.089 1.380
H 0.973 -1.995 0.522
H 0.648 -1.011 2.015
H 1.393 2.365 0.400
H 2.665 1.272 1.167
C -0.657 0.299 -0.395
N -1.746 -1.769 -0.188
N -0.443 -0.026 -1.770
N -1.196 1.609 -0.234
N -1.293 -0.613 0.416
H -2.614 -2.059 0.244
H -1.872 -1.683 -1.195
H -0.145 0.806 -2.265
H 0.254 -0.742 -1.925
H -0.679 2.351 -0.687
H -1.695 1.721 0.636
*
```

Atom charges from the Löwdin analysis, given in e for atoms 1 to 5: number 1, C, carries 0.021; number 2, C, carries -0.031; number 3, N, carries -0.043; number 4, H, carries 0.045; number 5, H, carries 0.048